# 1
C18H33F6MgN2O6PV | ωB97M-V with the def2-TZVPD basis set

Atoms and positions in Å:
C: -1.11556 1.13260 3.19808
C: -1.78871 0.07313 4.09864
O: -2.84761 -0.56494 3.39999
C: -2.35112 -1.36625 2.37335
C: -3.41045 -1.45569 1.27360
O: -3.20595 -0.50351 0.23838
C: -3.72170 0.75620 0.60034
C: -2.85482 1.87164 0.01985
C: -2.09960 1.60857 -1.18102
C: -0.74292 0.82721 -0.81165
C: -0.76297 -0.47823 -1.65139
C: -0.23589 -1.62469 -0.78922
N: -0.09266 -2.88367 -1.60008
C: 0.35999 -3.85681 -0.68732
C: -0.54349 -4.52412 0.30975
O: 1.52442 -4.15379 -0.64476
H: -0.88464 2.05211 3.73396
H: -1.83006 1.34920 2.40264
H: -0.21746 0.68078 2.76858
H: -2.25156 0.60670 4.92757
H: -1.06275 -0.60503 4.56158
H: -2.11125 -2.36865 2.76566
H: -1.44215 -0.96278 1.91245
H: -3.34792 -2.46750 0.86786
H: -4.39778 -1.36993 1.74385
H: -3.70896 0.88516 1.68665
H: -4.77982 0.82772 0.30275
H: -2.11502 2.17463 0.78318
H: -1.77064 2.58638 -1.57810
H: -2.66206 1.14067 -1.98268
H: -0.86176 0.52584 0.23045
H: 0.13704 1.43746 -0.97518
H: -1.77914 -0.77341 -1.90695
H: -0.17087 -0.36050 -2.55886
H: -0.95623 -1.84148 -0.00030
H: 0.73692 -1.38493 -0.35543
H: -1.01206 -3.19183 -1.91567
H: -0.28547 -5.58829 0.36029
H: -0.37381 -4.09599 1.31615
H: -1.59794 -4.34486 0.09878
Mg: 1.77784 -4.90094 1.46194
N: 1.86981 -0.05608 -3.49619
C: 1.80366 1.24529 -3.78611
C: 2.90483 2.02242 -4.10310
C: 4.15095 1.41749 -4.11765
C: 4.24471 0.06967 -3.81904
C: 3.08019 -0.61886 -3.51824
H: 0.80725 1.67884 -3.76081
H: 2.78957 3.07278 -4.33237
H: 5.03882 1.98707 -4.35913
H: 5.19775 -0.43138 -3.82124
H: 3.10436 -1.67773 -3.28218
F: -1.25327 6.60690 4.58731
P: -0.68999 5.15078 4.10117
F: -2.26704 4.80583 3.74456
F: 0.22524 6.18441 3.21851
F: -1.03387 4.61336 5.61653
F: 0.73915 4.49722 4.58833
F: -0.57850 4.13177 2.78560
C: 8.62121 0.57107 -3.68632
O: 7.35797 0.10028 -4.16060
H: 8.59865 1.65733 -3.68183
H: 8.80353 0.21218 -2.67101
H: 9.42325 0.23215 -4.34471
H: 7.39595 -0.86115 -4.15988
O: -8.10655 -3.30570 2.52660
V: -6.50773 -3.85365 2.57023
O: -4.86330 -4.32050 2.56386

Values from the calculation:
- total charge = +1
- E_tot (hartree) = -3350.60596
- F_max (eV/Å) = 6.2

# 2
C18H33N2O3P | ωB97M-V with the def2-TZVPD basis set

Atoms and positions in Å:
C: -4.16261 1.34940 -1.12755
C: -2.63384 1.71372 -1.00157
C: -1.64844 0.50330 -1.18039
O: -1.85885 -0.23861 -2.42022
C: -0.57526 -0.42380 -3.01029
C: -0.53236 -1.53245 -4.10623
C: -1.16836 -2.87416 -4.02078
C: -0.97411 -3.83463 -5.17796
C: -0.17604 -3.40327 -6.31615
N: 0.39377 -2.11471 -6.40504
P: 1.32883 -1.54937 -7.78894
O: 0.40693 -0.95278 -8.81731
C: 0.21367 -1.22086 -5.32774
H: -4.45197 1.16637 -2.19666
H: -4.42803 0.50077 -0.43608
H: -4.76299 2.23897 -0.75755
H: -2.42812 2.14924 0.02582
H: -2.31289 2.51829 -1.72965
H: -0.60110 0.92689 -1.10581
H: -1.75309 -0.26245 -0.35093
H: -0.30707 0.55490 -3.52567
H: 0.23970 -0.67658 -2.26108
H: -1.77033 -3.15097 -3.12230
H: -1.41208 -4.86311 -5.19433
H: 0.00611 -4.10963 -7.16746
H: 2.27915 -0.57063 -7.33340
H: 2.05640 -2.67345 -8.27981
H: 0.67829 -0.20243 -5.42306
C: -1.11564 1.57290 4.10227
C: 0.29710 1.79887 3.52817
C: 1.29766 1.99672 4.68414
C: 1.61119 0.74190 5.49635
C: 1.46563 -0.55296 4.69579
C: 1.58482 -0.38589 3.16772
N: 0.58608 0.59236 2.73247
O: 0.58736 0.79446 1.40308
C: 1.23696 -1.75411 2.55537
C: 3.03744 -0.04822 2.79250
C: 0.27171 3.12799 2.75704
H: -1.85086 1.46688 3.30115
H: -1.43069 2.41502 4.72865
H: -1.16787 0.67115 4.71627
H: 2.23789 2.38773 4.28284
H: 0.93501 2.77461 5.36521
H: 2.62936 0.82334 5.88917
H: 0.95855 0.69300 6.37283
H: 2.19636 -1.28203 5.05905
H: 0.48765 -0.98766 4.92896
H: 0.19469 -2.01790 2.75398
H: 1.86403 -2.54248 2.98319
H: 1.38911 -1.76886 1.47380
H: 3.71399 -0.83279 3.14662
H: 3.38257 0.89290 3.22568
H: 3.16772 0.02017 1.71032
H: -0.00299 3.95072 3.42403
H: -0.46120 3.12068 1.94852
H: 1.25106 3.36351 2.33296

Values from the calculation:
- E_tot (hartree) = -1381.97068
- F_max (eV/Å) = 3.3

# 3
C18H34BI2N6O13 | ωB97M-V with the def2-TZVPD basis set

Atoms and positions in Å:
C: 2.20757 -4.75630 0.98586
C: 1.77875 -3.88288 0.29096
C: 1.20767 -2.77696 -0.46140
C: -0.25070 -2.49737 -0.07442
C: -0.82052 -1.31717 -0.86174
B: -2.47360 -1.24867 -0.98783
C: -2.97036 -1.51148 -2.54267
C: -2.48338 -2.75196 -3.18493
O: -1.41208 -3.24874 -3.14918
I: -3.98727 -3.79186 -4.47279
C: -2.89953 0.37882 -0.72835
C: -2.90031 0.77911 0.67910
O: -3.80183 0.69902 1.45890
I: -1.04643 1.67778 1.52042
C: -3.30628 -2.12030 0.15472
C: -3.70220 -3.51441 -0.22021
O: -4.57076 -3.66987 -1.06883
N: -3.14866 -4.68943 0.35420
C: -2.40898 -4.54831 1.60614
C: -2.48876 -5.55141 -0.62531
H: 2.51700 -5.63728 1.49521
H: 1.82484 -1.88334 -0.37082
H: 1.20553 -3.03561 -1.52203
H: -0.80815 -3.39129 -0.34630
H: -0.33127 -2.35604 1.00160
H: -0.41218 -0.41008 -0.41269
H: -0.37160 -1.35677 -1.85723
H: -2.63744 -0.66354 -3.14594
H: -4.05742 -1.51175 -2.58609
H: -3.92352 0.52247 -1.07528
H: -2.22508 1.02255 -1.28881
H: -2.79078 -2.05225 1.11076
H: -4.25362 -1.60118 0.30401
H: -1.33127 -4.43822 1.48902
H: -2.83672 -3.74537 2.19316
H: -2.56975 -5.46024 2.18800
H: -1.79285 -5.02940 -1.28092
H: -1.99201 -6.35817 -0.09305
H: -3.24528 -6.01555 -1.25618
C: 6.82134 -3.83477 -0.02371
N: 5.45155 -3.28502 0.17732
O: 4.74016 -3.18784 -0.79717
O: 5.15061 -2.97134 1.30974
H: 6.94505 -4.06880 -1.06829
H: 7.52412 -3.07249 0.29962
H: 6.91050 -4.72627 0.58814
C: -4.15700 4.45854 1.20921
N: -3.00041 4.62028 0.28909
O: -2.87569 3.81802 -0.60150
O: -2.24739 5.55024 0.51433
H: -4.72481 3.59168 0.89254
H: -3.75474 4.31958 2.20800
H: -4.74704 5.36877 1.15184
C: -1.53931 8.12842 2.09774
N: -2.65885 9.03166 2.47632
O: -2.39647 10.19683 2.71184
O: -3.77036 8.55213 2.52540
H: -0.62608 8.70778 2.10474
H: -1.50179 7.32630 2.82724
H: -1.75366 7.73585 1.11093
C: 0.93214 12.10455 2.85191
N: 1.30604 10.77213 2.30574
O: 1.16257 9.80822 3.02803
O: 1.72076 10.74136 1.16842
H: 0.57696 11.96993 3.86596
H: 1.82031 12.72809 2.82012
H: 0.15287 12.50683 2.21254
C: 8.59610 -6.71402 -3.87590
N: 7.99185 -6.12709 -2.64872
O: 8.74394 -5.75326 -1.76890
O: 6.78520 -6.06514 -2.61241
H: 9.67352 -6.70470 -3.76517
H: 8.21573 -7.72618 -3.97031
H: 8.27828 -6.10426 -4.71580

Values from the calculation:
- total charge = -1
- E_tot (hartree) = -2632.73112
- F_max (eV/Å) = 1.5

# 4
C18H34BN3O6 | ωB97M-V with the def2-TZVPD basis set

Atoms and positions in Å:
C: -0.61167 -0.04074 3.19243
C: -0.32253 1.02343 2.02506
C: -1.45112 1.11403 0.89413
O: -1.53479 -0.03400 0.01359
C: -0.27752 -0.33817 -0.60612
N: -0.38500 -0.67612 -2.06765
C: 1.02010 -1.05453 -2.46647
O: 1.27620 -0.92494 -3.88764
C: 1.99358 -2.14378 -4.23754
C: 1.22407 -3.15261 -5.11870
C: 1.93108 -4.47820 -5.47520
C: 3.37082 -4.71577 -4.89933
C: 4.13685 -3.68439 -4.03368
C: 3.41725 -2.33673 -3.67277
C: -1.21946 -1.86167 -2.30000
O: -1.46052 -2.15750 -3.50955
O: -1.80653 -2.65653 -1.27312
B: -1.82051 -4.06933 -1.62680
O: -2.74656 -4.68357 -2.53245
N: -0.79323 -4.94066 -0.93918
C: -1.50954 -6.07181 -0.23359
C: -0.08405 -4.16055 0.14405
H: -0.08563 0.36768 4.13998
H: -0.07684 -1.03559 2.96727
H: -1.70908 -0.16319 3.47417
H: 0.73512 0.83270 1.64360
H: -0.29209 2.07106 2.53948
H: -2.46525 1.16657 1.44510
H: -1.32424 2.06902 0.25146
H: 0.23320 -1.25047 -0.10362
H: 0.47820 0.53626 -0.54536
H: 1.14344 -2.16693 -2.17576
H: 1.82822 -0.48246 -1.90020
H: 0.16817 -2.87975 -5.46016
H: 1.38033 -5.24086 -6.11131
H: 3.85481 -5.71521 -5.15795
H: 5.18568 -3.84926 -3.61708
H: 3.91664 -1.54418 -3.02512
H: -3.41127 -4.01588 -2.81218
H: -0.69199 -6.81956 0.09509
H: -2.20191 -6.65207 -0.94303
H: -2.07616 -5.70712 0.70826
H: 0.61285 -3.42954 -0.38773
H: 0.55508 -4.90187 0.75857
H: -0.79497 -3.65120 0.87896
C: -0.66432 7.71393 3.69087
C: 0.49552 6.72572 3.60956
C: 0.33646 5.67854 2.48790
O: -0.59317 4.63887 2.78097
C: -1.95054 4.98847 2.56415
N: 0.67221 6.09021 4.92176
H: -1.55147 7.28493 4.15973
H: -0.37912 8.58206 4.29283
H: -0.94285 8.07765 2.69787
H: 1.39767 7.30619 3.38729
H: 1.30191 5.17799 2.35790
H: 0.09933 6.14979 1.52675
H: -2.07178 5.66539 1.71403
H: -2.37308 5.43071 3.46824
H: -2.50627 4.07061 2.35865
H: 1.50687 5.50723 4.89178
H: -0.08662 5.41773 5.03780

Values from the calculation:
- SMILES string = CCCOCN(COc1ccccc1)C(=O)OB(O)N(C)C.COC[C@@H](C)N
- E_tot (hartree) = -1346.65973
- F_max (eV/Å) = 4.7

# 5
C18H34ClO19 | ωB97M-V with the def2-TZVPD basis set

Atoms and positions in Å:
Cl: -0.65192 0.28620 1.90687
O: -2.00912 0.71654 1.67951
O: -0.16985 -0.39237 0.76718
O: 0.21206 1.41078 2.18033
O: -0.41638 -0.62737 3.04082
O: 0.96484 2.27715 0.38153
H: 0.36267 1.54534 0.51601
H: 0.39561 3.03112 0.22742
C: 2.79303 1.19821 -1.66776
C: 1.54815 0.52309 -2.38366
C: 0.37556 0.01978 -1.64650
O: -0.44666 1.17771 -1.80507
C: -0.13040 1.76792 -3.00468
O: -0.90562 2.55400 -3.59969
O: 1.02369 1.22685 -3.42724
H: 2.49422 2.08806 -1.11371
H: 3.49417 1.56985 -2.41501
H: 3.31670 0.52192 -0.99212
H: 2.00904 -0.35531 -2.83543
H: 0.65909 -0.23583 -0.62554
H: 0.02265 -0.85398 -2.19433
C: -3.46052 -0.72369 -0.03193
C: -2.46103 -1.03399 -1.10943
C: -1.46187 -2.22713 -0.80869
O: -1.65011 -3.04514 -1.98085
C: -2.70009 -2.64823 -2.73380
O: -3.19684 -3.28414 -3.66139
O: -3.18145 -1.45005 -2.26859
H: -4.09788 -1.54645 0.29202
H: -4.03765 0.07237 -0.50233
H: -3.02818 -0.57506 0.95757
H: -1.84381 -0.15995 -1.31726
H: -1.72916 -2.84746 0.04679
H: -0.41898 -1.96131 -0.63591
C: 2.30812 -0.39795 0.76482
C: 3.42576 -1.10207 -0.01837
C: 4.26574 -2.04504 0.99967
O: 4.58414 -3.06744 0.13887
C: 3.74878 -3.10000 -0.96724
O: 3.75895 -3.92503 -1.85611
O: 2.89823 -2.09251 -0.91516
H: 1.40758 -0.95809 1.01656
H: 1.91897 0.48541 0.25853
H: 2.67094 0.05752 1.68625
H: 4.14516 -0.44748 -0.51039
H: 3.65759 -2.25554 1.87942
H: 5.07452 -1.44002 1.40948
C: -2.90267 1.60159 -2.04338
C: -3.62771 2.31036 -0.88872
C: -2.86727 2.55168 0.36076
O: -3.34640 3.81137 0.84431
C: -3.98777 4.41771 -0.15768
O: -4.47796 5.58202 -0.07352
O: -4.20414 3.57225 -1.17761
H: -2.13184 2.27906 -2.41075
H: -3.45960 1.49642 -2.97444
H: -2.55981 0.59450 -1.80606
H: -4.55903 1.77468 -0.70491
H: -1.78640 2.63846 0.24994
H: -2.96535 1.81580 1.15885
C: 2.26931 0.12118 3.45968
O: 2.02828 1.47903 3.16089
H: 3.15399 -0.26697 2.95494
H: 2.28741 0.15207 4.54909
H: 1.43549 -0.57895 3.51111
H: 1.09727 1.65578 3.00734
C: 0.90360 -2.71989 2.43053
O: 0.97390 -1.99885 3.58413
H: 1.75332 -2.43237 1.81134
H: 1.03347 -3.73047 2.81778
H: 0.03576 -2.58544 1.78489
H: 0.36573 -1.27222 3.43003

Values from the calculation:
- total charge = -1
- energy relative to the best compared isomer or geometry (same formula, charge and spin) (kJ/mol) = 1191.4
- F_max (eV/Å) = 10.6

# 6
C18H34CrF12N3O10S2 | ωB97M-V with the def2-TZVPD basis set

Atoms and positions in Å:
Cr: -0.19951 0.28151 0.01768
C: 2.67400 -0.88408 0.73679
O: 2.18119 -2.25489 0.77524
O: 1.75962 -0.10008 0.20558
C: 3.19300 -0.55238 2.13686
F: 3.42206 0.78006 2.27401
F: 2.34350 -0.90536 3.10180
F: 4.34388 -1.17023 2.38304
C: 3.13891 -3.27988 0.88297
C: 2.53547 -4.60275 0.47801
H: 1.91481 -4.99605 1.27933
H: 1.96506 -4.57000 -0.45241
H: 3.36173 -5.29115 0.27781
H: 3.48651 -3.42466 1.91694
H: 4.06375 -3.07219 0.32975
H: 3.57287 -0.88271 0.08870
C: -3.33775 0.78325 0.19230
O: -3.15213 2.01521 0.93849
O: -2.16583 0.30002 -0.09679
C: -4.11336 -0.24723 0.99817
F: -4.18982 -1.40923 0.32255
F: -3.51338 -0.51410 2.17475
F: -5.38860 0.13920 1.26933
C: -4.22420 2.89397 1.17910
C: -3.68225 4.05422 1.96967
H: -3.26516 3.74256 2.92997
H: -2.87427 4.54204 1.41403
H: -4.43074 4.82548 2.15071
H: -5.04526 2.41532 1.70229
H: -4.66107 3.28739 0.24838
H: -3.91271 1.05468 -0.71197
C: 2.86440 1.94874 -2.30469
F: 3.54713 1.24540 -1.41462
F: 3.60171 2.94714 -2.77101
F: 2.52259 1.16473 -3.30856
S: 1.37798 2.71845 -1.45717
O: 1.77780 2.80341 -0.08302
O: 1.05875 3.93148 -2.12046
N: 0.15496 1.55017 -1.49439
S: -0.72505 1.71053 -2.85560
O: 0.01810 2.11371 -3.98801
O: -1.55064 0.55510 -2.98334
C: -1.91948 3.10550 -2.45873
F: -3.15749 2.68474 -2.69396
F: -1.82050 3.45921 -1.17865
F: -1.67671 4.15597 -3.22132
C: -0.92583 -2.51070 -3.10828
C: 0.23129 -2.36600 -2.16271
C: 1.44057 -1.68407 -2.76509
O: 1.95515 -2.39062 -3.83771
C: 3.13910 -3.09500 -3.51015
N: -0.14126 -1.69859 -0.86600
H: -0.59074 -2.92332 -4.05907
H: -1.42069 -1.55686 -3.28524
H: -1.69380 -3.18911 -2.71997
H: 0.54267 -3.38970 -1.89222
H: 2.19985 -1.54724 -1.97727
H: 1.15151 -0.66087 -3.02409
H: 3.36952 -3.78445 -4.31501
H: 3.05042 -3.64490 -2.56473
H: 3.96946 -2.38165 -3.39615
H: 0.58306 -2.02970 -0.21354
H: -1.00568 -2.16756 -0.58643
C: -0.11688 2.63468 3.63914
C: 0.13305 1.50562 2.62967
C: -0.59570 0.24384 3.00630
O: -0.46148 -0.66846 1.88973
C: -0.84366 -1.96960 2.27192
N: -0.39763 1.87130 1.31514
H: 0.34788 3.54049 3.23694
H: 0.33219 2.42985 4.60959
H: -1.17798 2.86874 3.76638
H: 1.20244 1.38578 2.61292
H: -1.65495 0.44111 3.16940
H: -0.09395 -0.22534 3.84571
H: -1.91046 -1.98669 2.48631
H: -0.22896 -2.29619 3.10970
H: -0.62572 -2.64731 1.45134
H: -0.20320 2.85934 1.11978
H: -1.43343 1.98096 1.34419

Values from the calculation:
- multiplicity = 4
- energy relative to the best compared isomer or geometry (same formula, charge and spin) (kJ/mol) = 0.0
- ⟨S²⟩ = 3.7703
- F_max (eV/Å) = 2.6